Below is a structure of composition C28H40FeN5O2Si, with properties calculated with wB97M-V/def2-TZVPD.

HOMO energy (alpha / beta) = -4.07 / -7.17 eV
Total charge = 0
Energy relative to the best compared isomer or geometry (same formula, charge and spin) = 3.4 kcal/mol
2S+1 = 6
Kohn-Sham gap (alpha / beta) = 4.41 / 7.51 eV
Lowest unoccupied orbital energy (alpha / beta) = 0.3 / 0.3 eV
DFT total energy = -3068.46860 a.u.

Each line ends with the Mulliken spin population.
CARTESIAN COORDINATES (ANGSTROEM)
Fe1 -0.01 0.19 0.51  3.6130
C1 0.24 -0.63 3.42  0.0131
N1 -0.08 0.71 2.93  0.0166
C2 0.91 1.65 3.47  0.0279
C3 1.10 2.95 2.71  0.0007
C4 1.85 2.80 1.39  0.0171
N2 1.03 2.24 0.32  0.0338
C5 0.95 2.91 -0.76  -0.0053
C6 0.23 2.54 -1.96  0.0128
C7 0.00 3.56 -2.91  -0.0112
C8 -0.71 3.33 -4.06  0.0125
C9 -1.21 2.04 -4.30  -0.0090
C10 -0.97 1.02 -3.41  0.0394
C11 -0.23 1.22 -2.23  0.0039
O1 0.03 0.22 -1.45  0.0684
C12 -1.45 0.98 3.40  0.0175
C13 -2.21 2.15 2.79  0.0142
C14 -2.07 2.19 1.27  -0.0396
N3 -1.97 0.86 0.70  0.2773
C15 -2.93 0.51 -0.17  0.3306
C16 -3.05 -0.65 -0.96  0.0171
C17 -4.12 -0.65 -1.92  0.1449
C18 -4.38 -1.66 -2.79  -0.0993
C19 -3.56 -2.79 -2.79  0.2865
C20 -2.51 -2.85 -1.89  -0.1390
C21 -2.22 -1.84 -0.99  0.2222
O2 -1.15 -1.98 -0.09  0.0439
H1 0.20 -0.69 4.51  -0.0011
H2 1.23 -0.92 3.10  0.0002
H3 -0.48 -1.34 3.01  0.0075
H4 1.88 1.14 3.48  0.0008
H5 0.67 1.86 4.52  0.0012
H6 1.68 3.62 3.35  -0.0015
H7 0.14 3.45 2.53  -0.0004
H8 2.70 2.13 1.55  -0.0032
H9 2.26 3.77 1.08  0.0053
H10 1.46 3.88 -0.82  0.0094
H11 0.38 4.56 -2.70  -0.0002
H12 -0.89 4.13 -4.77  0.0010
H13 -1.78 1.85 -5.19  -0.0006
H14 -1.36 0.02 -3.59  0.0027
H15 -1.44 1.06 4.49  0.0056
H16 -2.02 0.08 3.14  0.0076
H17 -1.91 3.10 3.23  -0.0096
H18 -3.25 1.99 3.07  0.0034
H19 -1.16 2.74 1.03  -0.0024
H20 -2.90 2.76 0.84  0.0135
H21 -3.72 1.25 -0.34  0.0266
H22 -4.75 0.24 -1.93  0.0059
H23 -5.20 -1.58 -3.49  -0.0051
H24 -3.74 -3.62 -3.47  0.0210
H25 -1.90 -3.74 -1.91  -0.0079
C22 5.12 0.27 -1.60  0.0002
N4 4.17 -0.08 -0.55  -0.0001
C23 4.48 -0.45 0.73  0.0000
C24 3.28 -0.66 1.35  0.0015
N5 2.26 -0.42 0.47  -0.0123
C25 2.83 -0.08 -0.66  0.0095
H26 6.02 -0.33 -1.49  0.0000
H27 5.38 1.33 -1.54  0.0000
H28 4.67 0.06 -2.57  -0.0001
H29 5.49 -0.53 1.08  0.0002
H30 3.11 -0.98 2.37  -0.0007
H31 2.30 0.17 -1.57  0.0052
C26 0.79 -3.44 -1.71  -0.0012
Si1 -0.20 -3.37 -0.13  0.0031
C27 -1.19 -4.93 0.22  0.0000
C28 1.04 -3.28 1.26  -0.0034
H32 1.43 -4.32 -1.73  0.0004
H33 1.42 -2.55 -1.77  -0.0010
H34 0.17 -3.45 -2.61  0.0023
H35 -0.78 -5.77 -0.36  -0.0002
H36 -2.24 -4.84 -0.03  0.0017
H37 -1.11 -5.20 1.28  -0.0002
H38 1.77 -4.08 1.09  0.0003
H39 0.58 -3.45 2.23  -0.0005
H40 1.58 -2.34 1.27  0.0054



Below is a cluster of 5 separate species, C34H56N5O in total, with properties calculated with wB97M-V/def2-TZVPD.

HOMO energy (alpha / beta) = -8.51 / -8.51 eV
Total charge = 0
2S+1 = 2
Kohn-Sham gap (alpha / beta) = 9.13 / 8.40 eV
Lowest unoccupied orbital energy (alpha / beta) = 0.6 / -0.1 eV
DFT total energy = -1677.79914 a.u.

Each line ends with the Mulliken spin population.
CARTESIAN COORDINATES (ANGSTROEM)
C1 -1.29 0.49 -1.66  0.0011
C2 -0.70 -0.44 -0.46  0.0324
C3 0.64 0.35 0.04  0.0215
C4 -0.34 -1.85 -1.14  0.0089
C5 -0.10 -3.07 -0.13  0.0010
C6 1.29 -3.05 0.66  -0.0072
C7 2.60 -2.82 -0.24  0.0005
C8 3.67 -2.03 0.68  -0.0004
C9 4.82 -1.28 -0.14  0.0000
C10 4.62 -0.42 -1.41  -0.0001
C11 5.90 0.28 -2.05  0.0000
C12 7.32 0.17 -1.45  0.0000
C13 7.49 -0.71 -0.18  0.0000
C14 6.27 -1.40 0.45  0.0000
C15 -1.27 -3.07 0.99  0.0114
C16 -2.28 -1.82 0.91  0.0333
C17 -3.52 -2.09 -0.12  0.0113
C18 -3.00 -1.75 2.37  0.0020
N1 -1.62 -0.50 0.72  0.2810
O1 -2.52 0.47 0.52  0.6091
H1 -2.31 0.13 -2.03  0.0034
H2 -0.56 0.33 -2.55  -0.0024
H3 -1.24 1.60 -1.42  0.0008
H4 0.34 1.45 0.25  0.0025
H5 1.39 0.30 -0.81  -0.0011
H6 1.04 -0.15 0.98  -0.0162
H7 -1.26 -2.14 -1.79  -0.0006
H8 0.50 -1.66 -1.88  0.0023
H9 -0.20 -4.06 -0.72  0.0001
H10 1.24 -2.31 1.53  0.0034
H11 1.41 -4.10 1.13  0.0001
H12 3.07 -3.85 -0.44  0.0001
H13 2.42 -2.34 -1.26  0.0004
H14 3.12 -1.28 1.35  -0.0001
H15 4.14 -2.82 1.37  0.0000
H16 3.59 -0.31 -1.88  0.0001
H17 5.78 0.94 -2.98  0.0000
H18 8.25 0.68 -1.86  0.0000
H19 8.50 -0.83 0.32  0.0000
H20 6.42 -2.03 1.39  0.0000
H21 -1.82 -4.09 1.04  -0.0005
H22 -0.75 -2.98 2.03  -0.0013
H23 -3.34 -3.14 -0.56  -0.0001
H24 -3.53 -1.36 -1.00  0.0074
H25 -4.53 -2.11 0.41  -0.0049
H26 -2.29 -2.06 3.22  -0.0002
H27 -3.91 -2.44 2.44  -0.0023
H28 -3.37 -0.69 2.63  0.0034
C19 0.33 3.18 -3.40  -0.0001
C20 1.38 3.28 -2.30  -0.0008
C21 2.81 3.41 -2.85  -0.0001
C22 3.15 2.20 -3.67  0.0000
N2 3.41 1.24 -4.34  0.0000
H29 0.48 2.29 -4.01  0.0000
H30 -0.67 3.12 -2.97  0.0003
H31 0.37 4.05 -4.06  0.0000
H32 1.31 2.39 -1.66  0.0000
H33 1.16 4.15 -1.67  0.0000
H34 3.52 3.49 -2.02  0.0000
H35 2.90 4.30 -3.46  0.0000
C23 -7.48 -1.58 3.68  -0.0001
C24 -8.01 -2.02 2.32  0.0001
C25 -7.87 -3.53 2.09  0.0000
C26 -6.42 -3.92 2.14  -0.0001
N3 -5.28 -4.22 2.18  0.0000
H36 -6.41 -1.77 3.78  0.0001
H37 -7.63 -0.51 3.82  0.0000
H38 -8.00 -2.10 4.49  0.0000
H39 -7.48 -1.47 1.54  0.0000
H40 -9.07 -1.75 2.25  0.0000
H41 -8.28 -3.80 1.11  0.0000
H42 -8.42 -4.09 2.85  0.0000
C27 4.36 5.24 -5.55  0.0000
C28 4.83 6.19 -6.65  0.0000
C29 4.16 7.56 -6.56  0.0000
C30 2.67 7.42 -6.71  0.0000
N4 1.50 7.30 -6.83  0.0000
H43 3.29 5.03 -5.63  0.0000
H44 4.89 4.28 -5.63  0.0000
H45 4.56 5.65 -4.56  0.0000
H46 4.62 5.74 -7.62  0.0000
H47 5.91 6.32 -6.57  0.0000
H48 4.53 8.21 -7.36  0.0000
H49 4.38 8.04 -5.60  0.0000
C31 -2.25 -2.65 7.56  0.0000
C32 -1.78 -1.68 6.48  0.0001
C33 -2.44 -0.30 6.58  0.0003
C34 -3.93 -0.45 6.42  0.0000
N5 -5.10 -0.56 6.30  0.0000
H50 -3.32 -2.85 7.47  0.0000
H51 -1.72 -3.60 7.46  0.0000
H52 -2.05 -2.25 8.56  0.0000
H53 -1.98 -2.12 5.49  0.0001
H54 -0.69 -1.55 6.56  0.0000
H55 -2.07 0.36 5.79  -0.0002
H56 -2.23 0.16 7.55  0.0000



Below is an isolated molecule of C4H4, with properties calculated with wB97M-V/def2-TZVPD.

HOMO energy = -9.05 eV
Total charge = 0
Energy relative to the best compared isomer or geometry (same formula, charge and spin) = 94.9 kcal/mol
Kohn-Sham gap = 8.84 eV
Lowest unoccupied orbital energy = -0.2 eV
DFT total energy = -154.56917 a.u.

Each line ends with the Löwdin charge.
CARTESIAN COORDINATES (ANGSTROEM)
C1 -0.32 0.78 -0.99  0.1063
C2 0.13 0.55 0.36  -0.2880
C3 1.32 -0.05 0.25  0.1207
C4 -1.17 0.07 -0.07  -0.2346
H1 1.46 -1.03 0.57  0.0656
H2 2.18 0.24 -0.17  0.0386
H3 -2.06 0.42 0.39  0.0795
H4 -1.53 -0.97 -0.34  0.1117



Below is a structure of composition C13H23BN6OSiSr, with properties calculated with wB97M-V/def2-TZVPD.

HOMO energy = -5.97 eV
Total charge = 0
Energy relative to the best compared isomer or geometry (same formula, charge and spin) = 0.0 kcal/mol
Kohn-Sham gap = 5.71 eV
Lowest unoccupied orbital energy = -0.3 eV
DFT total energy = -1258.14123 a.u.

Each line ends with the Löwdin charge.
CARTESIAN COORDINATES (ANGSTROEM)
H1 1.81 -2.50 -1.63  0.0965
N1 1.93 -0.42 -1.22  -0.0986
B1 2.80 1.97 -0.84  -0.4958
N2 2.96 0.50 -1.35  -0.0290
C1 4.05 -0.09 -1.88  -0.0689
Sr1 -0.54 -0.16 -0.54  1.3840
H2 4.94 0.49 -2.07  0.1181
C2 3.74 -1.44 -2.11  -0.0729
H3 4.38 -2.19 -2.52  0.0796
C3 2.41 -1.60 -1.66  -0.1610
H4 3.79 2.59 -1.02  0.1104
C4 -2.31 0.97 1.40  -0.2926
H5 -3.22 0.45 1.71  -0.1077
H6 -2.52 1.83 0.76  -0.1013
H7 -1.71 1.28 2.27  -0.0996
N3 2.48 1.88 0.69  -0.0480
N4 1.58 2.64 -1.55  -0.0295
N5 1.41 1.15 1.14  -0.0033
N6 0.32 2.06 -1.47  -0.0900
C5 3.16 2.42 1.72  -0.0844
C6 1.52 3.76 -2.30  -0.0708
H8 4.05 3.02 1.56  0.1152
H9 2.42 4.34 -2.50  0.1173
C7 2.51 2.03 2.90  -0.0787
C8 0.20 3.95 -2.71  -0.0675
C9 1.41 1.24 2.48  -0.1535
C10 -0.52 2.87 -2.15  -0.1564
H10 2.78 2.27 3.90  0.0755
H11 -0.20 4.74 -3.31  0.0797
H12 0.65 0.76 3.08  0.0947
H13 -1.57 2.64 -2.20  0.0981
H14 -1.04 -2.32 1.73  0.0656
C11 -3.92 -1.88 -0.44  -0.1685
Si1 -2.91 -2.95 0.73  0.3775
C12 -3.55 -2.86 2.47  -0.1561
C13 -2.69 -4.68 0.09  -0.1676
O1 -1.36 -2.22 0.81  -0.3339
H15 -4.94 -2.29 -0.48  0.0410
H16 -3.53 -1.89 -1.47  0.0305
H17 -4.00 -0.84 -0.10  0.0203
H18 -4.47 -3.44 2.58  0.0390
H19 -2.82 -3.26 3.19  0.0416
H20 -3.76 -1.82 2.76  0.0412
H21 -2.42 -4.69 -0.98  0.0350
H22 -1.90 -5.21 0.63  0.0379
H23 -3.62 -5.25 0.21  0.0370